(1)
{
  "formula": "C27H35N5O2P2Pt",
  "method": "wB97M-V/def2-TZVPD",
  "elements": ["Pt", "C", "C", "C", "C", "C", "C", "C", "C", "C", "H", "H", "H", "H", "H", "H", "H", "H", "H", "H", "H", "H", "H", "H", "H", "P", "P", "N", "N", "N", "N", "C", "C", "C", "C", "C", "C", "C", "C", "C", "C", "C", "C", "C", "C", "C", "C", "C", "C", "H", "H", "H", "H", "H", "H", "H", "H", "H", "H", "H", "H", "H", "H", "H", "H", "H", "H", "H", "H", "O", "N", "O"],
  "coordinates": [[-0.3832, -0.5777, 0.5595], [-1.4146, -2.3174, 0.3486], [-2.1805, -1.2983, -0.3572], [-3.4185, -0.7130, 0.2577], [-3.2219, -0.1910, 1.7054], [-1.7858, -0.0125, 2.0531], [-0.9319, -1.0278, 2.5772], [-1.3850, -2.4528, 2.8162], [-1.9494, -3.0709, 1.5271], [1.4002, 0.1344, 1.4609], [-0.6883, -2.8910, -0.2100], [-2.2793, -1.4420, -1.4473], [-4.2428, -1.4474, 0.2161], [-3.7709, 0.1164, -0.3789], [-3.7002, 0.7911, 1.8067], [-3.7509, -0.8360, 2.4180], [-1.4910, 0.9908, 2.3587], [-0.2231, -0.6658, 3.3152], [-2.0692, -2.5323, 3.6804], [-0.5039, -3.0466, 3.1048], [-1.5316, -4.0838, 1.4373], [-3.0483, -3.1473, 1.5273], [1.4361, -0.3126, 2.4666], [1.4148, 1.2274, 1.5827], [2.2960, -0.1520, 0.8947], [-0.2322, 2.0909, -0.0541], [0.1882, -0.9048, -1.7877], [-0.6156, 3.0510, 1.9906], [1.0014, 3.2753, -0.2545], [0.3323, -2.9666, -2.0371], [1.6464, -0.7842, -2.6439], [-0.6415, 1.9085, -1.8568], [-0.7253, 0.5253, -2.5921], [-0.1313, 2.6019, 3.2084], [-0.6457, 3.3872, 4.2545], [-1.4805, 4.3658, 3.6503], [-1.4201, 4.1344, 2.2598], [2.3081, 3.2112, 0.2693], [2.7084, 4.4752, 0.6220], [1.6121, 5.3740, 0.3731], [0.5729, 4.6336, -0.1508], [0.7964, -3.8588, -1.0446], [0.4500, -5.2001, -1.4275], [-0.0433, -5.1158, -2.7316], [-0.0906, -3.7396, -3.0817], [1.8013, -1.1905, -3.9799], [3.0419, -0.7773, -4.4127], [3.6420, -0.0127, -3.3550], [2.7494, -0.0009, -2.2847], [0.0137, 2.5991, -2.4115], [-1.6457, 2.3762, -1.8593], [-1.7698, 0.1994, -2.6447], [-0.3841, 0.6430, -3.6302], [0.4981, 1.7267, 3.3057], [-0.4239, 3.2356, 5.3053], [-2.0595, 5.1330, 4.1441], [-1.9193, 4.6894, 1.4716], [2.8415, 2.2752, 0.2501], [3.6625, 4.7588, 1.0284], [1.5462, 6.4287, 0.5879], [-0.4309, 4.8982, -0.4683], [1.0279, -3.6415, -0.0217], [0.5662, -6.0423, -0.7429], [-0.3303, -5.9266, -3.3946], [-0.3615, -3.2979, -4.0295], [1.0319, -1.7840, -4.4596], [3.4919, -0.9963, -5.3750], [4.6036, 0.4673, -3.3467], [2.7649, 0.4755, -1.3233], [2.7097, -3.2257, -1.2350], [2.8965, -2.2486, -0.4464], [2.2691, -2.2684, 0.6414]],
  "atomic_forces_ev_per_a": [[2.5, 1.3, -1.1], [-2.3, -0.3, -1.4], [-0.3, -2.3, 0.3], [-0.8, 0.5, -0.1], [-0.8, 0.1, -0.7], [0.9, -0.4, 1.9], [-1.8, 0.8, 1.4], [0.6, -0.5, 0.0], [0.2, -0.2, 0.7], [0.8, 1.1, 0.6], [-0.7, 0.1, -0.1], [0.5, 0.3, 0.4], [0.3, 0.1, 0.0], [0.2, -0.2, 0.2], [0.0, -0.2, -0.1], [0.4, -0.1, 0.0], [-0.3, -0.3, -0.3], [0.3, -0.1, -0.4], [0.1, 0.3, -0.4], [-0.2, 0.3, 0.0], [-0.4, 0.2, 0.1], [0.4, 0.2, -0.1], [0.2, 0.1, -0.6], [0.2, -0.5, 0.2], [-0.6, 0.1, 0.1], [0.5, 0.3, -0.3], [2.9, -1.0, 0.1], [0.1, 0.0, 0.8], [-0.2, 0.5, 0.6], [-0.9, 1.4, 0.0], [0.1, 0.8, 0.1], [-0.7, -0.2, -0.7], [-1.4, -0.7, -0.7], [-0.7, 0.5, -1.4], [-1.5, 1.9, -0.1], [1.3, -1.3, 2.0], [0.9, -1.4, -0.8], [-0.2, 0.7, 0.0], [-0.7, -0.4, -0.1], [-1.0, -0.9, -0.3], [1.1, -0.4, 0.3], [-0.6, -0.6, 0.1], [0.5, 1.2, -0.6], [0.1, 0.6, 0.0], [-0.3, -0.7, 0.3], [0.7, -0.1, 0.2], [-0.5, 0.2, 0.5], [-1.3, -0.1, 1.0], [0.6, -0.3, -1.5], [-0.1, -0.4, 0.3], [0.3, -0.5, -0.5], [0.1, 0.3, -0.1], [0.1, -0.2, 0.4], [0.0, 0.2, -0.2], [-0.1, 0.2, -0.2], [0.1, 0.0, 0.0], [0.1, -0.2, 0.1], [0.1, 0.1, 0.1], [0.1, -0.1, -0.1], [0.2, 0.0, -0.1], [0.3, 0.1, 0.0], [-0.4, 0.6, 0.2], [0.1, 0.2, -0.6], [0.0, 0.2, 0.2], [-0.2, -0.1, 0.1], [0.4, 0.1, 0.0], [-0.2, 0.1, 0.2], [0.1, 0.0, -0.1], [0.2, 0.0, 0.1], [0.6, 1.0, 0.4], [-0.8, -1.8, 1.2], [1.0, 0.0, -1.7]],
  "e_homo_ha": [-0.488, -0.491],
  "charge": 2,
  "gap_ev": [5.9, 4.4],
  "multiplicity": 5,
  "s2": 6.059
}

(2)
{
  "formula": "C27H36BrLaN9O2S2",
  "method": "wB97M-V/def2-TZVPD",
  "elements": ["La", "C", "C", "N", "C", "C", "N", "C", "C", "N", "H", "H", "H", "H", "H", "H", "H", "H", "H", "H", "H", "H", "H", "H", "H", "C", "C", "N", "C", "S", "N", "N", "C", "C", "C", "C", "C", "C", "C", "N", "H", "H", "H", "H", "H", "H", "H", "H", "H", "H", "H", "H", "H", "Br", "C", "C", "C", "C", "C", "N", "C", "O", "O", "H", "H", "H", "S", "C", "N", "C", "C", "C", "C", "H", "H", "H", "H", "H"],
  "coordinates": [[-0.4618, -0.4621, -0.5138], [1.1896, -1.9944, -3.3612], [1.7760, -0.5742, -3.1815], [0.7471, 0.4102, -2.8406], [-0.1307, 0.7309, -3.9824], [-1.5951, 0.9340, -3.6054], [-2.1014, -0.0653, -2.6552], [-2.4672, -1.3764, -3.2124], [-1.2667, -2.2058, -3.6485], [-0.1167, -2.1839, -2.7081], [1.1144, -2.2403, -4.4246], [1.8995, -2.7083, -2.9408], [2.5036, -0.5718, -2.3694], [2.3207, -0.2960, -4.0928], [1.1852, 1.2591, -2.4982], [0.2182, 1.6314, -4.4989], [-0.0328, -0.0735, -4.7093], [-1.7113, 1.9093, -3.1333], [-2.1907, 0.9434, -4.5283], [-2.9391, 0.3184, -2.2255], [-3.0059, -1.9098, -2.4311], [-3.1452, -1.2597, -4.0682], [-1.6066, -3.2356, -3.7834], [-0.9141, -1.8774, -4.6264], [-0.1337, -3.0774, -2.2253], [-0.3778, 5.9877, -0.5717], [-0.6687, 5.1769, 0.6798], [0.3322, 4.1618, 0.9492], [0.4017, 2.9279, 0.3909], [-0.9474, 2.4028, -0.5628], [1.5423, 2.3128, 0.6724], [1.6157, 0.9888, 0.3340], [2.7982, 0.4691, 0.4047], [4.0316, 1.2559, 0.7193], [2.9568, -1.0108, 0.2321], [4.1970, -1.6039, 0.4844], [4.3369, -2.9768, 0.3665], [3.2408, -3.7373, -0.0013], [2.0491, -3.0800, -0.2459], [1.9037, -1.7604, -0.1425], [-1.1310, 6.7626, -0.7120], [-0.3807, 5.3455, -1.4522], [0.5968, 6.4730, -0.5070], [-1.6362, 4.6803, 0.6049], [-0.7128, 5.8233, 1.5592], [1.1837, 4.4326, 1.4184], [3.8246, 2.3187, 0.6588], [4.8324, 1.0023, 0.0242], [4.3890, 1.0353, 1.7274], [5.0396, -1.0041, 0.7853], [5.2941, -3.4366, 0.5705], [3.2919, -4.8117, -0.0978], [1.1651, -3.6464, -0.5225], [0.9467, -0.3281, 3.5029], [0.1378, -1.9846, 3.0689], [0.1194, -2.9926, 4.0274], [-0.4293, -4.2072, 3.6634], [-0.9239, -4.3670, 2.3728], [-0.8871, -3.2818, 1.5154], [-0.3617, -2.0983, 1.8619], [-1.4026, -3.3842, 0.0863], [-1.2176, -4.4155, -0.5465], [-1.9094, -2.2954, -0.3508], [0.5328, -2.8140, 5.0082], [-0.4611, -5.0214, 4.3741], [-1.3341, -5.3001, 2.0163], [-3.0485, 0.0685, 1.3120], [-2.9284, 1.1582, 2.5850], [-3.8688, 1.1226, 3.5679], [-3.8935, 1.9352, 4.6547], [-2.9335, 2.8804, 4.8202], [-1.9320, 2.9824, 3.8276], [-1.9236, 2.1526, 2.7480], [-4.5916, 0.4225, 3.4590], [-4.7112, 1.7645, 5.3387], [-2.9542, 3.5261, 5.6833], [-1.1571, 3.7316, 3.9228], [-1.1710, 2.2314, 1.9789]],
  "atomic_forces_ev_per_a": [[-0.1, 0.3, 0.0], [0.0, -0.1, -0.1], [0.1, 0.0, 0.0], [-0.1, 0.0, 0.1], [0.1, 0.1, -0.1], [0.0, 0.0, 0.0], [0.0, 0.0, 0.3], [-0.1, 0.0, 0.0], [0.1, -0.1, -0.1], [-0.1, 0.0, 0.2], [0.0, 0.0, 0.0], [0.0, 0.0, 0.0], [0.0, 0.0, 0.0], [0.0, 0.0, 0.0], [0.0, 0.0, 0.0], [0.0, 0.0, 0.0], [0.0, 0.0, 0.0], [0.0, 0.0, 0.0], [0.0, 0.0, 0.0], [0.0, 0.0, 0.0], [0.0, 0.0, 0.0], [0.1, 0.0, 0.0], [0.0, 0.0, 0.0], [0.0, 0.0, 0.0], [0.0, 0.0, 0.0], [0.0, 0.0, -0.1], [-0.1, 0.0, 0.1], [0.0, -0.2, 0.0], [0.3, 0.3, 0.0], [0.3, 0.1, -0.1], [-0.2, -0.3, -0.1], [0.3, 0.1, -0.1], [-0.1, -0.3, 0.0], [0.0, 0.1, 0.0], [0.2, 0.2, 0.0], [-0.2, 0.0, 0.0], [0.0, 0.1, 0.0], [0.0, 0.0, 0.0], [0.0, -0.1, 0.0], [-0.1, 0.4, 0.0], [0.0, 0.0, 0.0], [0.0, 0.0, 0.0], [0.0, 0.0, 0.0], [0.0, 0.0, 0.0], [0.0, 0.0, 0.0], [0.0, 0.1, 0.0], [0.0, 0.0, 0.0], [0.0, 0.0, 0.0], [0.0, 0.0, 0.0], [0.0, 0.0, 0.0], [0.0, -0.1, 0.0], [0.0, 0.0, 0.0], [0.0, 0.0, 0.0], [0.0, 0.1, 0.0], [0.1, -0.1, 0.3], [0.0, 0.2, -0.1], [-0.1, 0.0, -0.2], [0.1, 0.1, 0.1], [-0.1, -0.4, 0.1], [-0.1, 0.0, -0.4], [0.1, 0.0, 0.1], [0.0, -0.1, 0.0], [-0.3, -0.4, -0.1], [0.0, 0.0, 0.0], [0.0, 0.0, 0.0], [0.0, 0.0, 0.0], [0.0, -0.4, -0.1], [0.2, 0.4, 0.0], [0.0, 0.0, 0.0], [0.0, 0.0, 0.0], [-0.1, -0.1, 0.0], [0.0, 0.0, 0.1], [-0.1, -0.2, 0.0], [0.0, 0.0, 0.0], [0.0, 0.1, 0.1], [0.0, 0.0, 0.0], [0.0, 0.0, 0.0], [-0.1, 0.0, 0.2]],
  "e_homo_ha": -0.372,
  "charge": 1,
  "gap_ev": 7.4,
  "relative_energy_kcal_mol": 0.3
}

(3)
{
  "formula": "C27H36CeINO2P3",
  "method": "wB97M-V/def2-TZVPD",
  "elements": ["C", "C", "H", "H", "H", "O", "I", "Ce", "P", "C", "C", "H", "H", "H", "H", "H", "H", "C", "H", "H", "H", "P", "C", "C", "H", "H", "H", "C", "H", "H", "H", "H", "H", "H", "C", "O", "N", "P", "C", "C", "C", "C", "C", "C", "C", "C", "C", "C", "C", "C", "C", "C", "C", "C", "C", "C", "H", "H", "H", "H", "H", "H", "H", "H", "H", "H", "H", "H", "H", "H", "H"],
  "coordinates": [[0.0495, 0.3531, -9.5545], [0.0558, 1.0576, -8.2125], [0.0532, 1.1161, -10.3505], [-0.8463, -0.2735, -9.6487], [0.9373, -0.2844, -9.6512], [0.0671, 2.2516, -8.0315], [0.0429, -0.2257, -6.4271], [0.0288, -0.4600, -1.3448], [2.6031, 0.3545, -1.8801], [3.5247, 1.6163, -0.9916], [3.1532, -1.2694, -1.1445], [4.2408, -1.3130, -1.3139], [4.2764, 0.1231, -3.6341], [2.6595, -2.1175, -1.6664], [2.6780, -0.4956, -4.1468], [3.2488, 1.5919, 0.0733], [2.9429, -1.3149, -0.0576], [3.1964, 0.3022, -3.5915], [4.6065, 1.4604, -1.0814], [2.9747, 1.2595, -4.0845], [3.2701, 2.6072, -1.3922], [-2.5139, 0.4054, -1.8807], [-3.4141, 1.6863, -0.9956], [-3.1065, 0.3565, -3.5895], [-2.6186, -2.0703, -1.6722], [-4.1767, -1.2382, -1.2936], [-2.8576, -1.2685, -0.0575], [-3.0866, -1.2142, -1.1405], [-2.6013, -0.4502, -4.1437], [-4.1885, 0.1950, -3.6348], [-4.4984, 1.5531, -1.0876], [-3.1398, 2.6696, -1.4024], [-2.8689, 1.3088, -4.0842], [-3.1437, 1.6621, 0.0708], [0.1713, 2.0080, -1.0386], [0.2786, 3.0476, -0.5314], [-0.0801, -0.3721, 0.6178], [-0.0431, -0.3728, 2.2310], [-1.4290, -1.3758, 2.7633], [-2.4886, -0.7605, 3.4616], [-3.6102, -1.5008, 3.8231], [-3.6993, -2.8411, 3.4221], [-2.6988, -3.4360, 2.6315], [-1.5761, -2.6871, 2.2712], [1.5591, -1.0148, 2.7140], [1.8962, -2.3430, 2.3917], [3.1614, -2.8406, 2.7169], [4.1007, -1.9811, 3.3202], [3.8137, -0.6273, 3.5320], [2.5628, -0.1332, 3.1698], [-0.2566, 1.1726, 3.1038], [0.1120, 1.1539, 4.4722], [-0.0356, 2.2849, 5.2539], [-0.5535, 3.4532, 4.6777], [-0.9612, 3.4751, 3.3254], [-0.8505, 2.3191, 2.5452], [-2.4258, 0.2905, 3.7490], [-4.3918, -1.0358, 4.4467], [-4.5600, -3.4374, 3.7264], [-2.7683, -4.4928, 2.3276], [-0.8131, -3.1191, 1.6183], [1.1616, -2.9858, 1.8998], [3.3922, -3.9019, 2.5414], [5.0705, -2.3825, 3.6173], [4.5495, 0.0426, 4.0142], [2.3580, 0.9323, 3.2865], [0.5190, 0.2482, 4.9046], [0.2596, 2.2539, 6.3254], [-0.6624, 4.3485, 5.2876], [-1.3866, 4.3990, 2.9015], [-1.2244, 2.2772, 1.5227]],
  "atomic_forces_ev_per_a": [[0.0, 0.1, 0.1], [0.0, 3.3, -0.5], [0.0, -0.3, 0.5], [0.2, 0.1, 0.1], [-0.2, 0.1, 0.1], [0.0, -3.1, -0.3], [0.0, -0.3, 0.1], [0.0, -2.5, -1.4], [0.9, -0.2, 0.2], [0.4, 0.3, 0.2], [0.0, 0.4, -0.2], [-0.4, -0.4, 0.1], [-0.1, 0.0, 0.0], [0.4, 0.3, 0.3], [0.2, 0.3, 0.2], [0.0, 0.0, -0.3], [0.1, 0.0, -0.5], [0.1, 0.0, -0.3], [-0.2, 0.1, 0.0], [0.0, -0.3, 0.1], [0.1, -0.2, 0.1], [-0.8, -0.2, 0.2], [-0.4, 0.3, 0.2], [-0.2, 0.1, -0.3], [-0.4, 0.3, 0.2], [0.3, -0.3, 0.1], [-0.1, 0.1, -0.5], [0.0, 0.5, -0.2], [-0.2, 0.3, 0.2], [0.1, 0.0, 0.0], [0.2, 0.1, 0.0], [-0.1, -0.2, 0.1], [0.0, -0.3, 0.1], [-0.1, 0.0, -0.3], [0.4, 5.0, 2.4], [-0.4, -3.9, -2.2], [0.0, 0.9, 1.3], [-0.3, -0.1, -0.5], [-0.8, -0.1, -0.2], [0.4, -0.3, 0.2], [-0.1, -0.4, -0.1], [0.1, 0.0, 0.0], [0.0, 0.2, 0.1], [-0.2, 0.1, 0.4], [0.9, 0.1, -0.4], [0.1, 0.1, 0.4], [0.0, 0.3, 0.1], [-0.1, -0.2, -0.1], [0.2, -0.2, 0.0], [-0.3, -0.3, 0.3], [0.0, 0.6, 0.6], [-0.2, 0.1, -0.7], [0.0, 0.4, 0.5], [-0.1, -0.1, -0.5], [-0.1, 0.0, 0.5], [0.4, -0.3, 0.4], [0.0, -0.4, 0.0], [0.4, -0.4, -0.5], [0.2, 0.2, -0.1], [-0.1, 0.7, 0.1], [-0.3, 0.1, 0.3], [0.3, 0.1, 0.4], [0.0, 0.7, 0.1], [-0.3, 0.1, -0.1], [-0.4, -0.5, -0.5], [0.0, -0.4, 0.1], [0.0, 0.0, 0.0], [-0.3, 0.1, -1.0], [0.0, -0.2, -0.2], [0.2, -0.6, 0.3], [0.2, 0.2, 0.2]],
  "e_homo_ha": [-0.512, -0.511],
  "charge": 2,
  "gap_ev": [8.1, 8.2],
  "multiplicity": 2,
  "s2": 0.752
}

| no. | E (a.u.) |
| --- | --- |
| 1 | -2275.07657 |
| 2 | -5095.76910 |
| 3 | -3052.06602 |